119
Properties=species:S:1:pos:R:3 method="wB97M-V/def2-TZVPD" multiplicity=1 e_tot_ha=-6764.25285 charge=+1
K -7.75478 -19.89530 6.94876
F -5.53040 -21.16307 13.56063
C -6.60217 -21.75106 12.95031
C -6.78741 -21.50306 11.62048
C -7.92502 -21.97344 10.95941
C -8.13461 -21.62476 9.56517
O -7.19861 -21.27170 8.82625
C -9.51875 -21.72839 9.14496
C -10.39207 -22.44083 9.89847
N -10.05788 -23.05539 11.08758
C -10.98814 -23.94224 11.69812
C -10.58011 -25.38662 11.86632
C -11.60754 -25.00663 10.84258
C -8.86372 -22.71741 11.69769
C -8.59291 -23.07449 13.01269
C -7.47076 -22.57834 13.70282
N -7.26946 -22.83601 15.04331
C -5.97984 -22.88570 15.69353
C -5.63285 -24.31483 16.11451
N -6.72062 -24.83379 16.99905
C -8.03464 -24.78839 16.28992
C -8.30438 -23.33202 15.91533
C -9.93926 -20.97381 7.88270
O -10.40880 -21.63386 6.93512
O -9.71299 -19.73735 7.93536
H -6.08721 -20.87342 11.06109
H -11.43129 -22.56168 9.57205
H -11.64337 -23.53434 12.50680
H -10.95348 -25.90288 12.77312
H -9.57212 -25.64449 11.48873
H -12.65844 -25.26002 11.08532
H -11.27798 -25.02992 9.77963
H -9.28759 -23.73562 13.54404
H -6.00375 -22.23082 16.59958
H -5.17988 -22.51302 15.03829
H -4.67321 -24.33542 16.66036
H -5.55946 -24.97828 15.23470
H -6.77730 -24.23436 17.85461
H -6.50846 -25.79109 17.33196
H -8.83382 -25.18582 16.94258
H -7.94835 -25.42666 15.39624
H -8.32724 -22.71510 16.84509
H -9.29970 -23.23275 15.44612
C -12.45694 -18.29962 3.32531
C -10.99534 -18.33028 3.63577
C -10.21341 -17.18005 3.52601
C -8.86262 -17.21189 3.83459
C -8.28177 -18.40266 4.22920
C -9.03630 -19.55888 4.34172
C -10.39330 -19.51508 4.05542
S -6.52567 -18.42413 4.64237
O -5.99119 -17.12307 4.16576
C -5.99511 -19.61622 3.37861
C -6.71888 -19.81116 2.19397
C -6.24788 -20.67629 1.23418
C -5.04273 -21.37672 1.43349
C -4.53481 -22.25588 0.46170
C -3.35578 -22.93243 0.66723
C -2.64891 -22.74825 1.86223
C -3.10292 -21.88433 2.82112
C -4.31096 -21.17446 2.63853
C -4.80848 -20.25987 3.60939
C -3.94137 -19.93361 4.76799
C -2.90438 -18.98081 4.54465
C -2.81128 -18.25957 3.33059
C -1.85255 -17.29786 3.15806
C -0.92587 -17.02566 4.17008
C -0.96445 -17.73546 5.34638
C -1.94579 -18.71476 5.56258
C -2.00949 -19.43548 6.77017
C -3.04180 -20.31004 6.98570
C -4.01132 -20.53465 6.00018
S -5.37507 -21.57087 6.56908
O -6.49641 -21.29668 5.63343
C -4.59846 -23.10101 6.01708
C -3.72229 -23.74410 6.87607
C -3.06827 -24.88841 6.45349
C -3.27682 -25.39776 5.17245
C -2.53203 -26.60097 4.68968
C -4.18381 -24.75198 4.33721
C -4.85755 -23.61808 4.75931
H -12.69712 -17.50654 2.59221
H -13.05245 -18.10081 4.25007
H -12.79453 -19.28025 2.92582
H -10.67365 -16.24363 3.19091
H -8.24868 -16.30779 3.74996
H -8.57691 -20.52048 4.60012
H -10.98438 -20.43044 4.15746
H -7.65128 -19.26678 2.02140
H -6.80752 -20.81512 0.29828
H -5.09733 -22.39346 -0.47120
H -2.96942 -23.61092 -0.10147
H -1.71711 -23.30837 2.03039
H -2.53747 -21.74635 3.74846
H -3.53843 -18.45499 2.53151
H -1.81608 -16.72486 2.22194
H -0.16282 -16.25032 4.01975
H -0.23314 -17.53189 6.14149
H -1.24011 -19.27353 7.53230
H -3.13427 -20.83760 7.94035
H -3.54791 -23.35143 7.88741
H -2.36907 -25.39579 7.12864
H -2.05083 -27.13566 5.52950
H -1.74002 -26.29812 3.95980
H -3.21602 -27.29986 4.15987
H -4.35836 -25.14078 3.32318
H -5.59491 -23.11725 4.11433
Se -3.85330 -19.24766 11.01473
N -2.73887 -18.02627 10.40219
C -3.20178 -17.58855 9.23388
C -2.63126 -16.58997 8.42710
C -3.29687 -16.28643 7.27023
C -4.48458 -16.95580 6.92279
N -5.05402 -17.90573 7.64155
C -4.44306 -18.22020 8.79087
N -4.92827 -19.13577 9.63132
H -1.70589 -16.10381 8.75715
H -2.91978 -15.51461 6.58383
H -4.99151 -16.67817 5.99042